{"formula": "C5H14N3", "method": "wB97M-V/def2-TZVPD", "total_charge": 1, "de_lowest_kcal_mol": 59.39, "lumo_ev": -2.7, "symbols": ["C", "C", "N", "N", "H", "H", "H", "H", "H", "H", "C", "C", "C", "N", "H", "H", "H", "H", "H", "H", "H", "H"], "coordinates": [[2.000, 1.219, 0.110], [1.821, 0.821, 1.374], [0.495, 0.311, 1.804], [3.309, 1.766, -0.238], [1.204, 1.258, -0.656], [2.639, 0.780, 2.099], [-0.212, 0.894, 1.455], [0.463, 0.322, 2.814], [3.761, 2.285, 0.516], [3.250, 2.474, -0.964], [-3.006, -0.379, -1.814], [-1.577, -0.605, -1.245], [-1.442, -1.380, -0.134], [-0.113, -1.744, 0.440], [-3.668, -1.186, -1.461], [-3.451, 0.571, -1.531], [-3.040, -0.387, -2.953], [-0.754, -0.046, -1.729], [-2.316, -1.741, 0.447], [0.506, -1.662, -0.362], [0.202, -0.869, 1.211], [-0.070, -2.701, 0.816]], "forces_ev_per_a": [[2.0, 1.4, 0.6], [-1.0, -0.5, -0.5], [2.3, -0.5, 0.5], [-1.4, 0.1, -0.2], [0.6, -0.1, 0.5], [-0.5, 0.0, -0.2], [-1.2, 1.2, -0.3], [-0.2, 0.0, 0.2], [-0.3, -0.7, 0.2], [-0.2, -0.5, -0.3], [0.6, -0.6, -0.9], [-1.2, -0.3, 1.1], [-0.2, 0.5, -0.8], [-1.0, 0.2, -0.9], [0.2, 0.4, -0.1], [0.2, 0.2, 0.2], [0.4, -0.1, 1.5], [-0.3, -0.8, 0.2], [0.8, 0.1, -0.7], [0.5, -0.3, 0.3], [0.2, -0.1, 0.2], [-0.1, 0.5, -0.3]], "mulliken_charge": [-0.02, -0.31, -0.52, -0.57, 0.18, 0.26, 0.32, 0.28, 0.26, 0.28, -1.18, 0.09, -0.28, -0.38, 0.33, 0.29, 0.32, 0.24, 0.29, 0.36, 0.44, 0.33]}

---

{"formula": "C19H14IrN3O6S", "method": "wB97M-V/def2-TZVPD", "total_charge": 0, "de_lowest_kcal_mol": 33.25, "lumo_ev": -2.1, "symbols": ["Ir", "O", "C", "O", "C", "C", "C", "N", "C", "C", "C", "O", "O", "H", "H", "H", "C", "O", "C", "O", "H", "H", "H", "S", "C", "C", "C", "N", "C", "C", "C", "C", "C", "N", "C", "C", "H", "H", "H", "H", "H", "H", "H", "H"], "coordinates": [[-0.885, 2.504, 0.465], [5.401, 5.273, -0.678], [5.241, 4.047, -0.629], [6.010, 3.080, -0.762], [3.774, 3.624, -0.348], [3.439, 2.279, -0.260], [2.138, 1.906, -0.021], [1.148, 2.807, 0.133], [1.474, 4.120, 0.077], [2.755, 4.553, -0.164], [0.341, 5.070, 0.346], [0.480, 6.259, 0.346], [-0.809, 4.459, 0.622], [4.221, 1.543, -0.384], [1.884, 0.863, 0.050], [2.967, 5.613, -0.197], [-3.283, -0.079, -0.968], [-3.608, 1.070, -0.158], [-2.700, 1.900, 0.212], [-2.915, 2.894, 0.908], [-4.239, -0.538, -1.192], [-2.659, -0.769, -0.407], [-2.795, 0.242, -1.886], [1.019, -3.830, 0.402], [0.484, -2.131, 0.420], [0.294, -1.431, -0.765], [-0.158, -0.126, -0.714], [-0.414, 0.496, 0.446], [-0.200, -0.160, 1.595], [0.246, -1.471, 1.618], [-0.605, -4.547, 0.186], [-1.393, -4.842, 1.287], [-2.655, -5.377, 1.061], [-3.143, -5.626, -0.152], [-2.364, -5.356, -1.196], [-1.088, -4.818, -1.084], [0.501, -1.896, -1.719], [-0.308, 0.462, -1.609], [-0.397, 0.394, 2.502], [0.407, -1.971, 2.562], [-1.036, -4.666, 2.292], [-3.302, -5.618, 1.896], [-2.777, -5.582, -2.172], [-0.487, -4.625, -1.961]], "forces_ev_per_a": [[0.2, 0.7, 0.3], [0.0, -0.1, 0.0], [0.1, 0.0, 0.0], [0.0, 0.1, 0.0], [-0.1, 0.0, 0.0], [-0.1, 0.0, 0.0], [0.0, 0.1, 0.0], [-0.1, -0.3, -0.1], [-0.1, 0.0, 0.0], [0.0, 0.0, 0.0], [-0.1, 0.0, -0.1], [0.0, 0.0, 0.0], [0.2, -0.1, 0.0], [0.0, 0.0, 0.0], [0.0, 0.0, 0.0], [0.0, 0.0, 0.0], [0.0, 0.0, -0.1], [0.0, -0.2, -0.1], [-0.3, 0.7, -0.2], [0.3, -0.6, 0.1], [0.0, 0.0, 0.0], [0.0, 0.0, 0.0], [0.0, 0.0, 0.0], [0.1, 0.0, 0.0], [0.0, 0.1, 0.0], [-0.1, 0.1, -0.1], [0.1, -0.2, 0.0], [0.0, -0.3, 0.2], [0.0, -0.2, -0.1], [0.0, 0.1, 0.1], [0.0, 0.0, 0.0], [-0.1, 0.0, 0.0], [0.0, 0.0, 0.0], [0.1, 0.0, 0.0], [0.0, 0.0, 0.0], [-0.1, 0.0, 0.0], [0.0, 0.0, 0.0], [0.0, 0.0, 0.0], [0.0, 0.0, 0.0], [0.0, 0.0, 0.0], [0.0, 0.0, 0.0], [0.0, 0.0, 0.0], [0.0, 0.0, 0.0], [0.0, 0.0, 0.0]], "mulliken_charge": [0.94, -0.69, 0.53, -0.72, 0.24, -0.86, 0.22, -0.36, 0.41, -0.62, 0.39, -0.58, -0.57, 0.53, 0.37, 0.59, -0.55, -0.38, 0.58, -0.40, 0.31, 0.24, 0.31, -0.08, -0.03, -0.31, -0.45, -0.18, -0.45, -0.50, 0.37, -0.19, -0.42, -0.56, -0.44, -0.16, 0.51, 0.44, 0.49, 0.49, 0.39, 0.37, 0.38, 0.41]}

---

{"formula": "C13H16AuNO", "method": "wB97M-V/def2-TZVPD", "spin_multiplicity": 3, "s_squared": 2.01, "total_charge": 2, "lumo_ev": [-8.1, -11.4], "symbols": ["C", "C", "H", "H", "H", "H", "Au", "C", "C", "C", "C", "H", "H", "H", "C", "H", "H", "O", "C", "C", "C", "C", "C", "C", "N", "H", "H", "H", "H", "H", "H", "H"], "coordinates": [[-2.489, -0.922, -2.537], [-2.535, 0.510, -2.423], [-3.153, -1.513, -1.904], [-2.242, -1.386, -3.499], [-2.246, 1.104, -3.304], [-3.168, 0.963, -1.667], [-0.555, 0.130, -1.963], [1.857, -1.452, -1.767], [1.332, -0.636, -2.823], [2.207, 0.755, -1.168], [2.360, -0.592, -0.763], [1.085, -0.960, -3.822], [1.514, 1.604, -3.129], [2.574, 1.626, -0.630], [1.520, 0.779, -2.428], [2.876, -0.907, 0.140], [1.922, -2.536, -1.775], [-1.301, -1.682, 0.500], [-1.739, -0.548, 1.261], [-0.668, 0.182, 2.006], [-0.819, 0.431, 3.384], [0.271, 0.995, 4.060], [1.452, 1.247, 3.349], [1.498, 0.947, 1.968], [0.446, 0.444, 1.328], [-0.461, -2.046, 0.829], [-2.240, 0.149, 0.570], [-2.468, -0.968, 1.972], [-1.783, 0.225, 3.867], [0.182, 1.255, 5.121], [2.347, 1.650, 3.828], [2.424, 1.153, 1.420]], "forces_ev_per_a": [[-1.7, 2.3, -0.8], [-1.2, -2.1, -1.1], [0.8, 0.0, 0.4], [0.3, 0.2, 0.4], [-0.4, 0.0, 0.2], [0.3, 0.1, 0.1], [0.8, -0.4, 1.4], [-0.6, -0.1, -0.9], [0.9, 0.9, 0.3], [-0.4, 0.4, 0.1], [0.5, 0.3, 1.0], [0.0, -0.1, -0.1], [-0.2, 0.1, 0.1], [-0.1, -0.2, -0.2], [1.0, -1.6, -0.5], [-0.1, 0.0, -0.2], [-0.1, 0.2, 0.0], [0.8, 0.4, -0.7], [-0.7, -0.7, 0.3], [-0.1, -0.6, 0.8], [0.4, 0.4, -0.6], [-0.1, 0.1, -0.2], [-0.1, -0.3, -0.6], [0.0, 0.5, 1.6], [0.7, 0.0, -0.5], [-0.5, 0.3, 0.2], [0.0, -0.3, 0.1], [0.0, 0.6, -0.2], [0.6, 0.0, -0.2], [0.2, -0.2, -0.5], [-0.4, -0.1, -0.1], [-0.4, -0.1, 0.2]], "mulliken_spin": [0.02, 0.02, 0.00, 0.00, 0.01, 0.00, 0.18, 0.36, 0.16, 0.36, 0.40, 0.00, 0.00, 0.01, 0.30, 0.01, 0.01, 0.00, 0.01, 0.00, 0.01, 0.00, 0.01, 0.01, 0.11, 0.00, 0.00, 0.00, 0.00, 0.00, 0.00, 0.00]}